Formula: C7H6
Source: the Open Molecules 2025 dataset
Level of theory: ωB97M-V/def2-TZVPD

The calculation puts the relative energy (zero: lowest compared OMol25 entry of this formula, charge and spin) at 159.57 kcal/mol. As for the multiplicity: 1. The calculated total energy is -269.98182 hartree. The maximum force is 4.39 eV Å⁻¹. The value obtained for the gap between HOMO and LUMO is 7.54 eV.

Last column: natural (NBO) charge in e.
Cartesian coordinates (Å):
C: -0.681 -1.349 0.186  -0.36
C: -1.402 -0.123 0.346  0.07
C: -1.405 1.130 0.481  0.03
C: -0.582 -0.582 -1.149  0.03
C: 0.746 -0.936 0.602  -0.39
C: -0.103 1.532 -0.186  -0.43
C: 0.683 0.192 -0.481  -0.32
H: -1.032 -2.287 0.253  0.25
H: 0.839 -0.594 1.569  0.22
H: 1.392 -1.582 0.179  0.22
H: -0.493 2.043 -1.061  0.25
H: 0.553 2.347 0.416  0.22
H: 1.486 0.209 -1.154  0.22